ORCA calculation (wB97M-V/def2-TZVPD) on C30H27N8O3Ru as an isolated structure at a distorted geometry.

Computed properties:
- <S²>: 8.79
- Lowest unoccupied orbital energy (alpha / beta): -0.001 / -0.076 hartree
- 2S+1: 6
- Relative energy (zero: lowest compared OMol25 entry of this formula, charge and spin): 17.46 kcal/mol
- Frontier orbital gap (alpha / beta): 0.168 / 0.218 Eh
- Charge: 0
- HOMO energy (alpha / beta): -4.58 / -7.99 eV
- DFT total energy: -52190.35881 eV

```
69
C30H27N8O3Ru (wB97M-V/def2-TZVPD)
Ru -0.14 0.31 -0.62
O -2.00 -2.86 1.26
C -1.73 -1.75 0.79
N -0.48 -1.24 0.75
C 0.58 -2.06 1.25
C 1.86 -1.29 1.29
C 3.04 -1.87 1.73
C 4.20 -1.10 1.77
C 4.12 0.24 1.40
C 2.91 0.74 0.97
N 1.81 -0.01 0.90
C -2.76 -0.85 0.22
C -4.01 -1.33 -0.15
C -4.93 -0.47 -0.71
C -4.59 0.88 -0.83
C -3.33 1.29 -0.44
N -2.41 0.44 0.03
H 0.70 -2.96 0.63
H 0.33 -2.42 2.27
H 3.05 -2.91 2.04
H 5.14 -1.53 2.08
H 4.98 0.88 1.44
H 2.81 1.77 0.66
H -4.22 -2.38 0.00
H -5.88 -0.83 -1.07
H -5.29 1.60 -1.22
H -3.03 2.33 -0.51
C -0.26 3.44 2.44
C 0.16 4.58 1.72
C 0.53 4.44 0.41
C 0.47 3.18 -0.21
N 0.04 2.08 0.51
C -0.30 2.23 1.79
C 0.78 2.91 -1.59
C 1.16 3.88 -2.54
C 1.40 3.53 -3.85
C 1.28 2.21 -4.26
C 0.92 1.23 -3.33
C 0.65 1.56 -2.02
H -0.55 3.52 3.48
H 0.17 5.55 2.20
H 0.87 5.29 -0.15
H -0.62 1.34 2.31
H 1.25 4.91 -2.25
H 1.71 4.28 -4.56
H 1.46 1.93 -5.29
H 0.84 0.20 -3.67
O 3.49 0.23 -1.70
C 3.07 -0.85 -2.03
O 1.93 -1.35 -1.59
C 3.81 -1.79 -2.99
N 3.12 -3.09 -2.98
C 3.93 -4.04 -2.21
C 4.96 -3.18 -1.46
C 5.22 -2.05 -2.46
H 3.80 -1.32 -3.98
H 2.93 -3.44 -3.91
H 1.84 -2.25 -2.00
H 4.45 -4.75 -2.86
H 3.29 -4.61 -1.53
H 5.85 -3.73 -1.21
H 4.52 -2.77 -0.55
H 5.88 -2.39 -3.26
H 5.64 -1.15 -2.01
N -4.51 -3.16 -3.66
C -3.57 -2.51 -3.53
N -2.53 -1.76 -3.48
C -1.72 -1.33 -2.66
N -0.82 -0.88 -2.04
```